Record 1
82
Properties=species:S:1:pos:R:3:forces:R:3 method="wB97M-V/def2-TZVPD" lumo_ev=-0.2224 homo_energy_ha=-0.262 de_lowest_ev=0.734 fmax_ev_per_a=0.9 multiplicity=1
Ga 1.53679 0.93252 -0.15275 0.489 -0.212 -0.748
C 1.02059 0.44072 2.92655 -0.397 0.157 0.134
N 1.95039 0.34252 1.82485 0.305 -0.169 -0.485
C 3.22009 0.26302 2.07225 -0.335 0.030 0.090
C 4.11359 0.39862 0.99985 0.569 0.041 -0.378
C 5.50779 0.47772 0.89875 -0.225 -0.029 0.333
C 5.78339 0.76422 -0.43025 0.201 -0.028 -0.138
C 4.55729 0.84372 -1.08485 -0.157 0.008 -0.271
N 3.55219 0.62842 -0.23325 -0.182 -0.048 0.475
C 0.81539 -0.85698 3.65185 0.112 0.066 0.029
C 0.75429 -0.88288 5.03705 0.005 0.048 -0.138
C 0.56919 -2.07998 5.70375 -0.050 -0.086 0.148
C 0.43899 -3.25748 4.98875 -0.046 -0.090 0.137
C 0.49429 -3.23308 3.60495 -0.041 -0.101 -0.063
C 0.68399 -2.03858 2.93855 0.011 0.002 -0.024
H 0.06409 0.77232 2.50585 0.209 0.042 0.176
H 1.36859 1.20182 3.63755 -0.184 -0.016 -0.134
H 3.59939 0.15332 3.08875 -0.111 0.020 0.012
H 6.21219 0.36702 1.70245 0.106 -0.065 0.130
H 6.74959 0.90862 -0.87855 0.103 -0.010 -0.047
H 4.36089 1.04482 -2.12325 -0.028 0.068 -0.156
H 0.85269 0.04092 5.58975 0.044 0.088 0.073
H 0.53649 -2.09468 6.78295 -0.016 -0.016 0.108
H 0.30099 -4.19288 5.51085 -0.008 -0.082 0.031
H 0.39449 -4.15188 3.04845 -0.005 -0.139 -0.087
H 0.73939 -1.99968 1.85955 -0.009 -0.052 -0.106
C 0.63589 -2.82208 -4.55045 0.078 -0.013 -0.081
C 0.46419 -2.95068 -3.08195 0.055 -0.081 0.008
C 0.98149 -1.79228 -2.19995 0.357 0.035 0.164
C 1.13189 -0.47278 -2.91925 0.090 0.200 -0.084
C 1.35069 0.70422 -2.19895 -0.054 0.250 0.668
C 1.58449 1.88232 -2.91015 0.006 0.264 0.279
C 1.61139 1.91642 -4.29255 0.049 0.019 -0.083
C 1.38149 0.74942 -4.99205 -0.020 -0.068 0.034
C 1.12849 -0.44508 -4.32185 0.170 0.455 0.165
C 0.91289 -1.64838 -5.10695 0.011 -0.460 -0.088
H 0.49739 -3.71018 -5.14805 -0.036 -0.086 -0.186
H 0.84999 -3.91298 -2.73545 -0.050 0.073 0.070
H 1.90059 -1.99278 -1.63545 -0.092 0.028 -0.101
H 1.77519 2.80202 -2.35755 -0.021 -0.071 -0.080
H 1.83209 2.83642 -4.81995 -0.040 0.017 0.021
H 1.42209 0.75112 -6.07165 -0.063 -0.041 -0.146
H 1.00009 -1.54868 -6.18025 0.020 -0.057 -0.118
C -3.63131 -2.51438 0.39875 -0.157 -0.320 0.042
O -3.24071 -1.17088 0.24435 0.086 0.341 0.402
C -2.87491 -0.46798 1.35325 -0.125 0.270 0.177
C -2.81181 -1.02308 2.62765 -0.005 -0.138 -0.164
C -2.52131 -0.25078 3.73675 -0.059 0.081 -0.010
C -2.30131 1.10812 3.59395 -0.029 -0.139 0.027
C -2.32101 1.66832 2.33245 -0.049 -0.058 -0.120
C -2.58411 0.90562 1.19515 -0.066 -0.368 0.528
N -2.65671 1.57752 -0.01815 -0.179 0.375 -0.219
C -2.56541 1.10282 -1.27195 0.418 -0.415 -0.184
C -1.92871 -0.04738 -1.67015 0.131 0.619 0.277
C -2.24801 -0.63658 -2.95885 -0.125 -0.245 -0.143
C -1.82751 -1.83548 -3.35245 -0.190 0.053 -0.030
C -0.96241 -2.70288 -2.50435 -0.231 -0.301 -0.035
C -0.31571 -1.93708 -1.34595 0.022 -0.060 0.205
C -0.89281 -0.64368 -0.88745 0.105 0.145 -0.011
O -0.32731 -0.06738 0.07465 -0.218 -0.178 0.159
H -3.82241 -2.88378 -0.60595 0.043 -0.007 -0.016
H -4.55041 -2.59918 0.98505 0.046 0.034 0.061
H -2.84791 -3.11528 0.86735 0.026 -0.003 -0.034
H -3.00101 -2.07558 2.76845 -0.028 -0.070 -0.040
H -2.48131 -0.72098 4.70675 0.011 -0.022 0.110
H -2.10221 1.72032 4.45825 0.063 0.124 0.081
H -2.12021 2.72422 2.21315 0.046 0.144 -0.086
H -2.74971 2.58412 0.07085 -0.141 -0.125 -0.068
H -3.07661 1.70152 -2.01765 -0.001 0.091 -0.040
H -2.90921 -0.05438 -3.58435 -0.063 0.035 -0.212
H -2.13001 -2.23238 -4.31115 -0.026 0.043 -0.101
H -1.50231 -3.61688 -2.24075 -0.007 -0.007 0.062
H -0.13021 -2.57268 -0.47435 -0.009 0.103 -0.034
Te 1.63659 3.39752 0.70885 -0.084 0.252 0.010
C -0.19161 4.30272 0.20955 0.297 -0.025 0.375
C -0.97691 4.12302 -0.88495 0.213 -0.161 -0.170
C -2.12031 4.95732 -0.89685 -0.233 0.131 -0.010
C -2.18741 5.76592 0.19145 0.143 0.059 0.416
S -0.85341 5.50892 1.25505 -0.216 -0.245 -0.497
H -0.73111 3.41682 -1.66265 0.048 -0.066 -0.127
H -2.84741 4.96762 -1.69245 -0.114 0.034 -0.095
H -2.93151 6.49772 0.44035 -0.162 0.131 -0.032



Record 2
12
Properties=species:S:1:pos:R:3:forces:R:3 method="wB97M-V/def2-TZVPD" lumo_ev="0.6756 / -2.6600" homo_energy_ha="-0.316 / -0.316" de_lowest_ev=0.458 s_squared=0.753 fmax_ev_per_a=0.8 multiplicity=2
C -2.26751 -1.15783 0.94996 -0.055 0.663 -0.250
S -0.66967 -1.19738 1.74598 -0.282 -0.594 0.304
H -2.37607 -0.20644 0.42490 -0.102 -0.120 -0.012
H -3.08946 -1.27803 1.65049 0.069 -0.161 0.142
H -2.32878 -1.94990 0.20340 0.115 -0.165 0.043
C 2.27060 1.17555 -1.36471 -0.627 0.312 0.424
C 1.38753 0.56035 -0.58215 0.013 0.029 -0.783
O 0.63893 1.18255 0.36297 0.237 -0.363 -0.047
H 2.68024 0.66190 -2.21321 0.325 -0.154 0.008
H 2.44278 2.23618 -1.23232 0.143 -0.018 -0.097
H 1.16664 -0.49438 -0.76548 -0.048 0.111 0.269
H 0.14476 0.46743 0.82016 0.211 0.459 0.000



Record 3
73
Properties=species:S:1:pos:R:3:forces:R:3 method="wB97M-V/def2-TZVPD" lumo_ev="-11.9431 / -11.9753" homo_energy_ha="-0.580 / -0.580" s_squared=2.010 fmax_ev_per_a=5.9 charge=+3 multiplicity=3
Ag -1.03219 1.49952 -3.91894 -0.111 -0.145 0.504
Ag -2.75902 -3.04704 -4.41043 -0.175 -0.416 0.134
Cu 2.16205 4.42062 -2.02013 0.731 0.308 0.410
O -1.25340 -0.96573 -1.74942 0.498 0.559 1.051
C -0.92420 -0.65148 -0.43729 0.603 1.227 -0.790
C 0.01013 0.60886 -0.17864 -0.988 0.018 -0.855
O -0.18199 1.79503 -0.91483 0.119 -1.760 0.458
H -0.50771 -1.48151 0.13339 0.354 -0.561 -0.293
H -1.85904 -0.56049 0.11581 -0.687 0.365 -0.066
H 1.05344 0.33567 -0.33663 0.540 -0.115 -0.632
H 0.09085 0.77335 0.89585 -0.445 0.496 0.341
C -0.47357 -5.88516 1.15739 -0.223 -1.267 -0.925
N 0.29639 -6.87162 1.97762 2.360 -1.194 2.177
O 1.10999 -6.38866 2.81647 -2.125 -0.682 -2.086
O 0.18420 -8.09437 1.78790 -0.342 2.830 -0.125
H -0.71766 -4.97687 1.70832 0.226 -0.380 -0.019
H -1.31495 -6.43199 0.73176 -0.404 0.143 0.653
H 0.10879 -5.74716 0.24640 0.498 0.515 0.319
C -4.33177 3.92226 0.80167 0.515 0.856 -0.211
N -4.98745 3.83792 2.15693 -3.100 -0.201 -0.703
O -4.33281 3.71263 3.15545 0.845 0.137 -0.116
O -6.23805 3.81295 2.13541 2.325 0.199 -0.166
H -5.06748 4.03624 0.00552 -0.262 -0.985 0.365
H -3.59403 3.12166 0.74805 -0.467 -0.220 -0.188
H -3.76817 4.84046 0.63625 0.143 0.252 0.993
O -0.33558 7.84284 0.38628 1.139 -3.092 3.461
C -0.05482 7.08483 1.36613 -2.613 3.155 -4.255
O 0.97365 6.25461 1.31567 1.477 0.399 -1.228
C 1.01819 5.50438 2.51578 0.476 -1.237 -0.327
C 0.40996 6.41408 3.51820 -1.217 0.134 0.695
C -0.75151 7.05947 2.70614 1.880 0.058 0.618
H 2.00463 5.15037 2.81528 0.339 0.526 -0.461
H 0.50651 4.61349 2.15165 -0.715 -0.481 1.235
H 1.12557 7.19026 3.78939 0.124 -0.270 0.257
H 0.06279 5.83505 4.37394 0.110 0.418 0.234
H -0.87730 8.12930 2.87272 -0.595 -0.255 0.618
H -1.61538 6.43249 2.92691 -0.348 0.392 -0.950
O 5.20128 2.86873 -1.92106 0.715 -2.964 2.092
C 5.58854 1.99771 -1.09745 -1.105 3.913 -0.627
O 5.17980 2.12311 0.22446 -0.272 2.525 -3.483
C 5.45861 0.97711 0.86695 1.597 -2.444 2.087
C 6.72223 0.35534 0.20402 -2.618 -0.539 0.890
C 6.48156 0.78750 -1.23506 0.900 0.641 -0.281
H 4.56754 0.35410 0.78991 0.081 -0.517 0.417
H 5.77724 1.17794 1.88981 -0.830 0.041 0.205
H 6.59397 -0.69958 0.44649 0.721 -0.142 -0.479
H 7.54693 0.77827 0.77769 0.435 -0.069 -0.930
H 5.93997 0.17409 -1.95513 0.081 -0.771 0.409
H 7.44277 0.99558 -1.70504 -0.266 0.497 -0.345
O 0.84899 -4.18067 -4.10503 2.704 0.335 1.770
C 1.94398 -4.33685 -3.52834 -3.232 -3.024 -1.722
O 2.46968 -5.66508 -3.50295 -0.421 2.522 -0.493
C 3.84244 -5.64033 -3.06812 -0.151 3.240 0.756
C 4.10350 -4.05809 -2.94102 2.076 -1.326 0.574
C 2.80910 -3.39802 -2.74095 -1.563 0.190 -0.704
H 4.58561 -5.95674 -3.80002 -0.599 -0.845 0.115
H 3.88927 -6.06592 -2.06573 0.264 -0.499 -0.387
H 4.50674 -3.69214 -3.88526 0.218 -0.130 0.027
H 4.82434 -3.86017 -2.14773 0.115 0.007 -0.141
H 2.75580 -2.39534 -3.16508 -0.024 -0.044 -0.083
H 2.36425 -3.33976 -1.74757 0.336 -0.278 0.320
O -5.73544 -2.09595 -2.38766 0.059 0.592 -1.301
C -6.10350 -1.86572 -1.26981 1.507 -0.292 0.556
O -6.46982 -0.64212 -0.81854 -0.346 -1.252 -0.831
C -6.53433 -0.68771 0.61872 0.746 0.522 0.199
C -6.60356 -2.15717 0.97545 -1.007 -0.938 1.318
C -5.95937 -2.91859 -0.17147 -0.905 1.332 0.182
H -7.33609 -0.06085 1.00900 -0.191 -0.273 -0.336
H -5.60662 -0.18674 0.89529 0.173 -0.188 0.564
H -7.64940 -2.43977 1.09567 -0.158 0.032 -0.357
H -6.21415 -2.40969 1.96170 0.390 0.302 -0.077
H -6.45265 -3.81862 -0.53853 -0.034 0.009 0.394
H -4.91836 -3.14392 0.06009 0.124 0.105 -0.428